[1]
51
Properties=species:S:1:pos:R:3:forces:R:3 method="wB97M-V/def2-TZVPD" spin_multiplicity=2 homo_ev="-2.635 / -2.662" total_charge=-1 e_lumo_ha="0.076 / 0.081"
Pd -0.8589 -0.1062 -0.1854 0.5 1.9 1.0
N 3.0070 1.7612 -0.3798 -0.5 0.7 0.2
C 4.0787 0.8945 -0.3757 0.6 -0.7 0.0
C 5.3798 1.3847 -0.2996 -0.2 0.0 0.0
C 6.4678 0.5237 -0.2901 0.1 -0.1 0.0
C 6.2745 -0.8456 -0.3622 0.2 0.1 0.0
C 4.9847 -1.3468 -0.4539 -0.1 0.2 0.0
C 3.8962 -0.4967 -0.4560 -0.3 0.4 -0.1
S 2.2671 -1.1743 -0.5879 0.3 -0.3 0.1
N 1.2754 0.1545 -0.6680 0.1 2.1 0.1
C 1.6643 1.4105 -0.5288 0.7 -2.7 -0.5
C 0.6766 2.4314 -0.5514 -2.1 1.4 -0.2
C 0.9370 3.8109 -0.3485 0.4 -1.0 0.0
C -0.0884 4.7135 -0.3278 -0.9 0.1 -0.1
C -1.4066 4.2667 -0.5321 0.7 0.0 0.1
C -1.5995 2.9172 -0.7574 -0.4 0.5 0.0
N -0.6266 2.0220 -0.7697 1.6 -0.2 -0.1
H 3.2252 2.7431 -0.3680 0.0 -0.2 0.0
H 5.5353 2.4558 -0.2492 0.0 0.1 0.0
H 7.4696 0.9286 -0.2390 0.0 0.0 0.0
H 7.1154 -1.5237 -0.3528 0.1 0.0 0.0
H 4.8046 -2.4068 -0.5372 0.0 -0.2 0.0
H 1.9492 4.1528 -0.1884 0.0 0.1 0.1
H 0.1050 5.7636 -0.1564 0.1 0.0 0.0
H -2.2376 4.9528 -0.5263 -0.1 0.0 0.0
H -2.5973 2.5335 -0.9538 0.1 -0.1 0.1
O -3.0547 -0.0146 0.2552 -0.2 -0.1 -0.3
N -3.3839 0.8866 1.1337 -0.1 0.2 0.4
C -4.6191 1.4135 1.0465 -0.5 0.2 0.0
C -5.1211 2.2704 1.9909 0.0 0.0 0.0
C -4.3124 2.6300 3.0714 0.2 0.0 -0.1
C -3.0221 2.1600 3.1086 -0.6 0.3 0.0
C -2.5229 1.2894 2.1294 0.7 -0.2 0.0
S -0.9157 0.7364 2.1864 -0.1 -0.1 0.2
H -5.1832 1.0749 0.1885 0.1 -0.1 0.0
H -6.1318 2.6314 1.8976 -0.1 0.0 -0.1
H -4.6905 3.2748 3.8511 0.0 0.1 0.1
H -2.3420 2.4315 3.8994 0.0 0.0 0.1
Br -0.0474 -7.7012 0.4922 0.0 0.1 0.0
C -0.8890 -6.3129 -0.5066 0.0 -0.1 0.0
C -1.8420 -6.6612 -1.4503 0.2 -0.1 0.0
N -2.4167 -5.7617 -2.2334 -0.3 -0.3 -0.2
C -2.0918 -4.4885 -2.0733 0.2 0.3 0.1
C -1.2051 -4.0391 -1.1001 0.1 -0.3 0.2
C -0.5644 -4.9876 -0.3014 -0.2 0.1 -0.3
C -0.9787 -2.5701 -0.8322 -0.1 -0.5 -0.5
O -1.1203 -1.7577 -1.7688 -0.2 -1.1 -0.7
O -0.6808 -2.2765 0.3467 0.1 -0.5 0.2
H -2.1417 -7.6925 -1.5856 0.1 -0.1 0.0
H -2.5709 -3.7885 -2.7431 0.0 0.2 0.1
H 0.1506 -4.6680 0.4432 -0.1 0.0 0.1


[2]
8
Properties=species:S:1:pos:R:3:forces:R:3 method="wB97M-V/def2-TZVPD" smiles="O=c1[nH]c1=S(=O)=O" homo_ev="-10.117 / -10.118" total_charge=0 e_lumo_ha="-0.078 / -0.078"
O 1.1218 -2.1464 -0.4804 0.2 -0.9 -0.3
C 0.9025 -1.1327 0.0640 0.3 -0.4 0.0
N 1.2777 0.1632 0.1242 -1.6 -3.6 2.5
C 0.1681 -0.1595 0.8601 0.2 -0.5 0.2
S -1.3921 0.3558 -0.1505 -1.7 0.0 -0.1
O -2.7027 0.3303 0.4054 -0.3 -0.7 0.6
O -0.9865 1.6152 -0.6576 0.8 1.5 -1.0
H 1.6113 0.9742 -0.1651 2.1 4.5 -2.0


[3]
15
Properties=species:S:1:pos:R:3:forces:R:3 method="wB97M-V/def2-TZVPD" spin_multiplicity=2 homo_ev="-15.740 / -14.427" total_charge=+1 e_lumo_ha="-0.138 / -0.438"
O -15.8085 12.3848 -16.5433 -0.8 -0.2 0.2
H -15.4641 11.5183 -16.3268 0.6 -0.8 -0.4
H -15.1754 12.9957 -16.1663 0.5 0.7 0.1
O -17.0176 9.7468 -15.6926 1.2 0.6 -0.6
H -17.5359 9.2277 -15.0776 -0.7 -1.1 1.0
H -17.3906 10.6266 -15.6380 -0.5 0.7 -0.3
O -14.1117 10.0509 -14.8750 0.4 0.2 -0.2
H -14.3967 10.7438 -14.2792 0.0 0.4 0.6
H -14.9235 9.6346 -15.1647 -0.7 -0.5 -0.4
O -18.7612 5.8571 -15.3960 0.1 -0.2 0.3
H -18.9019 6.7753 -15.1648 0.0 0.2 -0.1
H -18.9279 5.8186 -16.3378 -0.1 -0.2 -0.5
O -17.9462 8.1064 -13.7522 0.1 0.3 -0.3
H -18.7115 7.6699 -13.3781 -0.3 -0.1 0.3
H -17.4508 8.4146 -12.9933 0.2 0.0 0.4


[4]
11
Properties=species:S:1:pos:R:3:forces:R:3 method="wB97M-V/def2-TZVPD" smiles="O=[N+]([O-])[C@H](O)C(F)F" homo_ev=-11.508 total_charge=0 e_lumo_ha=0.000
O -1.4715 -1.3882 0.2803 -0.7 -1.8 0.6
N -1.3842 -0.2265 0.0706 1.2 2.5 -0.2
O -2.1684 0.5124 -0.4516 -1.3 0.0 -0.4
C -0.0332 0.4568 0.3796 0.3 -1.9 1.2
O 0.1363 1.6097 -0.2763 -0.3 1.4 -1.6
C 0.9578 -0.6477 0.0721 2.2 1.7 -2.2
F 1.0063 -0.8291 -1.3087 -0.2 -0.1 1.0
F 2.2017 -0.1316 0.4117 -0.7 -0.6 0.0
H 0.1271 0.5211 1.5052 -0.9 0.7 -1.2
H -0.1867 1.6993 -1.2419 0.6 -1.0 2.4
H 0.8149 -1.5762 0.5590 -0.2 -0.8 0.4


Which energy belongs to each record? In order, -4883.84845, -755.30254, -381.75747, -558.10137 hartree.
Which energy relative to the best compared isomer or geometry (same formula, charge and spin) belongs to each record? In order, 33.8, 116.5, 38.6, 0.0 kcal per mole.